(1)
67
Properties=species:S:1:pos:R:3:forces:R:3:lowdin_charge:R:1 method="wB97M-V/def2-TZVPD" gap_ev=7.6490 total_charge=0 lumo_energy_ev=-2.21 mol_weight_g_mol=482.48
O -1.277707 -1.241186 0.734253 -0.8 4.6 -1.7 0.005
C -0.866176 -0.051120 0.633030 7.1 -5.3 5.5 -0.658
O 0.383664 0.267356 1.172714 -6.4 0.8 -3.5 -0.137
S -1.774991 1.346117 -0.214941 0.5 1.7 -0.6 1.286
O -1.896874 2.603221 0.924658 -0.5 -1.7 -1.4 -0.257
C -3.507789 0.671478 -0.579622 -2.9 -1.0 -1.5 -0.410
F -4.105062 1.509446 -1.596845 1.7 -1.8 2.7 0.021
F -3.475561 -0.636954 -1.135213 0.5 3.6 1.6 0.070
C -4.357456 0.680180 0.808560 -0.9 -0.2 0.3 -0.162
F -5.260581 1.811088 0.866039 2.3 -2.9 -0.5 0.001
F -5.073092 -0.541779 0.929861 1.4 3.1 -0.4 0.049
H -1.947185 3.471878 0.450354 0.1 -0.9 0.1 0.111
H -3.593907 0.779255 1.654536 -1.5 -0.2 -0.9 0.167
C 1.327281 -0.116915 -2.997839 0.1 -0.1 0.1 -0.139
O 0.015593 -0.657530 -2.914660 -0.4 -0.1 0.2 -0.135
H 1.265361 0.905005 -3.374187 -0.1 -0.1 0.0 0.067
H 1.785054 -0.109561 -2.005540 0.2 0.1 -0.1 0.062
H 1.928894 -0.718876 -3.683248 0.2 0.2 0.1 0.087
H 0.100371 -1.560274 -2.579588 -0.1 0.2 -0.1 0.081
C 2.203449 -1.973192 3.337112 -0.1 0.3 -0.2 -0.159
O 2.654841 -0.670655 3.005841 0.2 0.1 -0.1 -0.135
H 2.808140 -2.358366 4.159462 0.0 0.1 -0.1 0.078
H 1.156213 -1.931703 3.646943 0.0 -0.3 0.0 0.081
H 2.311493 -2.630391 2.469326 -0.1 -0.3 0.1 0.064
H 2.103249 -0.355829 2.276386 -0.2 0.1 0.2 0.030
C 2.258164 2.043305 -5.824430 -0.2 0.1 -0.1 -0.163
O 1.306042 2.860381 -5.154955 -0.3 0.2 0.0 -0.140
H 2.925068 1.601605 -5.086552 -0.2 0.1 -0.1 0.042
H 1.741028 1.247672 -6.367376 0.2 -0.1 -0.1 0.083
H 2.840834 2.653510 -6.518842 0.2 -0.2 0.0 0.081
H 0.728917 3.238689 -5.830938 0.1 -0.1 0.3 0.075
C 5.563102 1.493134 -3.854262 0.2 -0.2 -0.1 -0.147
O 5.076932 1.096076 -5.128605 0.2 -0.2 -0.2 -0.148
H 4.828715 2.149887 -3.386185 0.0 -0.1 -0.1 0.081
H 5.712041 0.611824 -3.225690 0.0 0.1 0.2 0.077
H 6.506801 2.031917 -3.971558 0.0 0.1 0.2 0.076
H 5.743882 0.517090 -5.520466 -0.2 0.1 0.1 0.084
C -6.262454 4.403795 2.930060 -0.1 0.2 0.1 -0.162
O -5.094400 5.209857 3.000072 0.2 0.2 0.0 -0.132
H -6.007866 3.455495 2.457416 0.1 0.2 0.1 0.047
H -6.640619 4.215372 3.937642 -0.2 -0.2 -0.1 0.085
H -7.024289 4.911725 2.333455 -0.2 -0.2 0.0 0.081
H -5.346636 6.041736 3.421424 0.2 -0.2 -0.1 0.076
C 4.945787 -0.550215 0.555369 -0.1 0.0 0.0 -0.157
O 3.975273 -0.679516 -0.473111 -0.2 0.0 -0.1 -0.135
H 5.918481 -0.850253 0.162851 -0.1 0.0 -0.1 0.082
H 4.994255 0.490099 0.885700 0.2 -0.1 0.2 0.084
H 4.678833 -1.196845 1.394910 0.2 0.2 0.2 0.055
H 3.125481 -0.407864 -0.099003 0.2 -0.1 -0.1 0.054
C 0.369595 -5.208353 1.662950 0.0 0.3 -0.1 -0.165
O -0.756339 -4.595090 1.054777 0.0 0.1 -0.1 -0.127
H 0.147648 -6.262609 1.832634 -0.1 0.1 -0.1 0.078
H 1.237172 -5.123358 1.003389 0.2 -0.1 0.2 0.075
H 0.580170 -4.724702 2.620673 0.2 -0.2 0.1 0.067
H -0.533923 -3.663778 0.915959 -0.2 -0.2 0.0 0.049
C -8.145607 1.637672 1.728114 -0.3 0.2 -0.2 -0.177
O -9.097959 2.460770 2.385101 -0.2 0.2 0.1 -0.127
H -7.486214 1.194307 2.475059 -0.1 0.1 0.0 0.081
H -8.660669 0.842553 1.183049 0.2 -0.1 -0.1 0.082
H -7.554358 2.242043 1.037081 0.1 -0.2 0.0 0.058
H -9.666932 2.839629 1.702371 0.1 -0.1 0.3 0.080
C 5.129548 -4.650412 2.593967 -0.1 0.3 -0.1 -0.159
O 4.821862 -4.434241 1.225230 -0.1 0.1 -0.1 -0.130
H 5.398156 -5.698069 2.733928 0.0 0.1 -0.1 0.079
H 5.972863 -4.018591 2.884505 0.0 -0.1 0.2 0.078
H 4.256401 -4.415819 3.208405 0.1 -0.1 0.2 0.063
H 4.587996 -3.501120 1.128489 0.1 -0.3 -0.1 0.050



(2)
29
Properties=species:S:1:pos:R:3:forces:R:3:lowdin_charge:R:1 method="wB97M-V/def2-TZVPD" gap_ev=10.1751 total_charge=0 lumo_energy_ev=0.61 mol_weight_g_mol=145.25 smiles="CC(C)(C)C.CNC(C)=O"
C 1.893659 0.070639 0.113938 0.0 -1.3 0.5 -0.658
C 1.278071 -0.731570 1.326334 0.2 -0.6 0.3 -0.070
C 3.219034 -0.595055 -0.169827 2.5 -1.2 -2.9 -0.113
C 2.202734 1.487423 0.535214 -2.1 1.3 1.0 -0.080
C 0.906512 -0.044587 -1.084431 1.7 -0.3 -0.7 -0.120
C -4.191927 1.110265 0.096937 -0.6 -1.2 -0.7 -0.003
C -3.266761 -0.113396 0.170261 -1.4 0.0 0.4 -0.530
C -1.119427 -1.071859 -0.526280 -2.5 -2.1 0.4 -0.170
H 0.722247 -1.687749 0.934992 1.8 1.4 1.3 0.108
H 2.208879 -0.995106 1.968481 -2.1 0.3 -0.6 0.105
H 0.479699 -0.121710 1.875282 1.2 -0.8 -0.5 0.108
H 3.871767 0.026904 -0.908680 -1.2 -0.7 1.1 0.103
H 3.894044 -0.732873 0.710919 -0.8 0.1 -0.5 0.082
H 3.172020 -1.614254 -0.740724 -0.3 1.5 1.3 0.111
H 2.732676 2.058944 -0.246900 -0.3 -0.2 0.4 0.087
H 2.680260 1.642285 1.545871 -0.1 -0.6 -1.2 0.101
H 1.150536 1.881269 0.698906 1.2 0.5 -0.3 0.094
H -0.068893 0.454773 -0.928076 1.8 0.5 -0.3 0.062
H 1.257494 0.280702 -2.036521 1.1 0.8 -0.7 0.086
H 0.651201 -1.144972 -1.248089 2.0 2.0 -0.2 0.085
H -3.821090 1.912185 -0.502111 0.4 0.6 -0.5 0.051
H -4.401939 1.495329 1.077828 -0.1 0.0 0.5 0.072
H -5.152561 0.754552 -0.363626 0.8 0.3 0.5 0.102
H -1.836560 0.883324 -0.914256 -0.5 -0.8 0.4 0.142
H -1.640790 -1.905659 -0.072880 -0.1 -0.5 0.0 0.106
H -0.871021 -1.301779 -1.590818 -0.7 -0.2 1.0 0.113
H -0.191411 -0.863986 0.014555 -2.7 -0.7 0.2 -0.015
N -2.088449 -0.023239 -0.495256 0.0 1.5 -0.1 0.011
O -3.670011 -1.110789 0.758954 0.7 0.4 -0.4 0.030



(3)
68
Properties=species:S:1:pos:R:3:forces:R:3:lowdin_charge:R:1 method="wB97M-V/def2-TZVPD" gap_ev=5.7538 total_charge=0 lumo_energy_ev=-1.33 mol_weight_g_mol=467.61
C 4.086842 -2.081091 2.445623 0.0 -0.2 0.2 -0.062
C 3.441591 -0.733938 2.673025 -0.5 0.2 -0.1 -0.203
O 2.095364 -0.880187 2.183545 0.0 0.3 0.3 -0.079
C 1.135420 0.069347 2.424580 0.3 0.0 0.3 -0.474
C -0.154567 -0.459595 1.925378 1.7 1.1 -0.2 -0.053
C -1.309532 0.397187 2.134010 -1.4 1.1 -0.3 -0.335
O -1.454192 1.513632 1.637817 0.2 -1.1 0.6 0.080
C -2.466954 -0.163885 2.965102 0.5 0.6 0.1 -0.110
C -3.416126 -0.951424 2.078139 -0.4 -0.2 0.0 -0.184
C -2.775689 -2.193021 1.448017 -0.2 -0.6 -0.2 -0.194
C -1.540936 -2.711783 2.194272 -0.3 -0.3 -0.1 -0.194
C -0.209175 -1.950459 2.081651 0.3 -1.1 0.1 -0.146
O 1.361348 1.117713 2.997347 0.0 -0.6 -0.3 0.122
H 5.149706 -2.008790 2.671987 0.1 -0.1 0.0 0.076
H 3.636723 -2.838519 3.102511 0.1 0.2 -0.2 0.081
H 3.969722 -2.415568 1.407572 0.0 0.2 0.2 0.070
H 3.416174 -0.459580 3.735381 0.0 0.0 -0.2 0.129
H 3.946801 0.047852 2.093033 -0.1 -0.1 0.3 0.109
H -2.047529 -0.762471 3.784703 -0.3 0.0 -0.1 0.119
H -2.992011 0.698588 3.393700 0.2 -0.2 -0.1 0.125
H -4.283805 -1.261682 2.678387 0.2 0.1 -0.1 0.111
H -3.814312 -0.307320 1.282762 0.1 0.0 0.2 0.117
H -3.520737 -3.008836 1.488566 0.3 0.3 -0.2 0.111
H -2.572779 -2.009765 0.381235 0.1 -0.1 0.5 0.075
H -1.808889 -2.799529 3.262822 0.1 0.0 -0.4 0.111
H -1.339385 -3.742423 1.855745 -0.1 0.3 0.1 0.113
H 0.421718 -2.392382 1.276273 -0.4 0.2 0.4 0.123
H 0.321131 -2.250240 3.021686 0.0 0.4 -0.7 0.137
C -4.541645 -0.891090 -3.830343 -0.1 0.0 0.0 -0.059
N -3.335682 -0.119085 -4.044072 -0.3 -0.5 -0.5 -0.212
C -3.367458 0.702711 -5.228801 0.0 0.2 0.1 -0.079
C -2.442157 0.125544 -3.036233 0.0 0.3 0.4 -0.229
C -2.195526 -0.856500 -2.044828 0.3 0.1 -0.3 -0.006
C -1.112374 -0.710497 -1.195019 0.1 0.5 -0.1 -0.031
C -0.451856 0.537621 -1.087853 -0.9 -0.1 -0.7 -0.160
C 0.683879 0.737487 -0.198959 -1.0 -0.4 0.5 -0.013
C 1.060005 2.070983 0.284258 1.6 0.7 -0.2 -0.127
C 2.485529 2.121887 0.370596 -0.9 0.8 0.1 -0.114
C 3.176608 3.275963 0.715527 -0.1 -0.1 0.2 -0.011
C 2.445468 4.433026 1.001747 -0.3 -0.2 0.1 -0.063
C 1.048982 4.416747 0.871227 0.2 -0.3 -0.2 -0.055
C 0.364348 3.258303 0.479073 -0.1 0.1 0.3 -0.020
C 3.014502 0.872762 -0.132845 0.0 -0.8 -0.7 -0.131
C 1.922336 0.003949 -0.452193 1.5 0.5 -0.4 -0.112
C 2.179673 -1.149893 -1.179975 0.0 0.1 0.5 0.005
C 3.515635 -1.498977 -1.433961 0.2 0.0 -0.1 -0.079
C 4.573916 -0.622736 -1.156644 -0.3 -0.2 0.2 -0.071
C 4.310219 0.610192 -0.546899 -0.3 -0.3 0.2 -0.017
C -0.860942 1.578297 -1.965681 0.7 -0.2 0.7 0.004
C -1.754381 1.358642 -2.988386 -0.5 -0.6 -0.1 -0.011
H -4.405308 -1.639593 -3.043683 -0.1 0.2 -0.3 0.070
H -5.383431 -0.231880 -3.537847 0.2 -0.3 -0.1 0.099
H -4.796277 -1.396589 -4.773294 -0.1 0.0 0.4 0.088
H -2.363291 0.854299 -5.644719 -0.2 -0.1 0.1 0.096
H -3.984792 0.177556 -5.964046 0.2 0.3 0.0 0.084
H -3.801616 1.693697 -5.029059 -0.1 0.0 -0.2 0.090
H -2.820339 -1.752674 -2.023624 0.6 0.2 0.0 0.099
H -0.772723 -1.564233 -0.594249 -0.3 0.6 -0.1 0.109
H 4.267390 3.248929 0.788395 -0.4 0.1 0.0 0.112
H 2.948213 5.338456 1.356311 -0.2 -0.3 -0.2 0.105
H 0.466155 5.309631 1.080751 0.2 -0.1 -0.1 0.102
H -0.713582 3.283627 0.371150 0.2 0.0 0.1 0.109
H 1.345125 -1.740476 -1.552708 0.3 -0.1 0.1 0.110
H 3.732905 -2.470518 -1.878371 -0.1 0.3 -0.1 0.102
H 5.606495 -0.894794 -1.393202 -0.4 0.0 -0.1 0.106
H 5.081822 1.363107 -0.396442 0.0 -0.3 0.0 0.114
H -0.417988 2.570438 -1.863589 0.0 -0.4 -0.1 0.117
H -1.983758 2.133880 -3.726402 0.2 -0.3 0.5 0.105